Entry 1:
The following is a DFT calculation (the ωB97M-V functional and the def2-TZVPD basis) of a molecular structure, C2Cl2O in a non-equilibrium geometry.

Summary:
HOMO energy ... -9.593 eV
Total charge ... 0
LUMO level ... -0.917 eV

Positions of all 5 atoms, in Å:
C 2.0883 1.4704 0.2766
C -0.7625 -0.7574 0.2869
O 1.8886 0.4935 -0.2575
Cl -1.3614 0.7224 -0.1523
Cl -1.8530 -1.9288 -0.1536

=====

Entry 2:
The following is a DFT calculation (the ωB97M-V functional and the def2-TZVPD basis) of a molecular structure, C52H41AuNO4P.

Summary:
HOMO energy ... -8.335 eV
Total charge ... 0
LUMO level ... -0.478 eV

Positions of all 100 atoms, in Å:
Au -0.0028 0.0914 0.2233
O -0.9587 -1.3283 1.2390
C -1.7404 -0.9435 2.3401
C -2.5965 0.2972 1.9601
C -1.8334 1.5855 2.0511
C -2.3339 2.6661 2.7557
C -1.5569 3.7999 2.9096
C -0.3023 3.8390 2.3334
C 0.1411 2.7580 1.5875
C 1.4377 2.7882 0.8437
C 1.2561 2.6294 -0.6915
O 0.9358 1.3094 -1.0294
C 0.1830 3.5668 -1.2470
C 0.0135 4.8684 -0.7832
C -0.9556 5.7000 -1.3270
C -1.7700 5.2412 -2.3519
C -1.6017 3.9490 -2.8285
C -0.6339 3.1189 -2.2804
C 2.6324 2.9003 -1.3240
C 3.6450 1.9690 -1.0954
C 4.9085 2.1681 -1.6275
C 5.1811 3.2963 -2.3928
C 4.1803 4.2276 -2.6139
C 2.9110 4.0323 -2.0789
N -0.6201 1.6601 1.4749
C -2.7037 -2.1145 2.5685
C -3.3888 -2.6152 1.4626
C -4.2973 -3.6510 1.5993
C -4.5337 -4.2112 2.8483
C -3.8476 -3.7284 3.9505
C -2.9373 -2.6862 3.8132
C -0.8858 -0.6382 3.5716
C -1.4006 0.0602 4.6645
C -0.6029 0.3470 5.7612
C 0.7272 -0.0587 5.7793
C 1.2401 -0.7631 4.7021
C 0.4343 -1.0559 3.6089
H -3.4744 0.3696 2.6014
H -2.9548 0.1323 0.9396
H -3.3153 2.5919 3.2025
H -1.9267 4.6449 3.4756
H 0.3351 4.7057 2.4328
H 2.0812 1.9633 1.1681
H 1.9564 3.7193 1.0684
H 0.6538 5.2537 0.0011
H -1.0701 6.7092 -0.9515
H -2.5264 5.8876 -2.7781
H -2.2248 3.5839 -3.6357
H -0.4960 2.1116 -2.6530
H 3.4339 1.0853 -0.5029
H 5.6852 1.4364 -1.4419
H 6.1685 3.4475 -2.8105
H 4.3799 5.1099 -3.2091
H 2.1364 4.7602 -2.2788
H -3.1854 -2.1982 0.4832
H -4.8163 -4.0280 0.7262
H -5.2400 -5.0242 2.9575
H -4.0104 -4.1673 4.9266
H -2.3981 -2.3372 4.6822
H -2.4388 0.3744 4.6737
H -1.0195 0.8884 6.6018
H 1.3544 0.1723 6.6310
H 2.2707 -1.0938 4.6884
H 0.8558 -1.6107 2.7864
O 3.1005 -2.1883 2.1779
C 2.6944 -1.8576 1.0624
O 2.4777 -0.7010 0.6007
C 2.5046 -2.9781 0.0401
C 3.3544 -4.0792 0.1185
C 3.3480 -5.0621 -0.8536
C 2.4788 -4.9673 -1.9349
C 1.6091 -3.8970 -2.0134
C 1.6056 -2.9087 -1.0205
P 0.4076 -1.5868 -1.3090
C 0.9331 -0.8793 -2.8854
C 2.2287 -0.3639 -2.9104
C 2.7038 0.2612 -4.0492
C 1.8949 0.3588 -5.1744
C 0.6153 -0.1762 -5.1618
C 0.1272 -0.7908 -4.0159
C -1.2278 -2.3314 -1.5527
C -1.4883 -3.6823 -1.3590
C -2.7732 -4.1762 -1.5481
C -3.8002 -3.3271 -1.9261
C -3.5519 -1.9692 -2.0917
C -2.2749 -1.4728 -1.8952
H 4.0257 -4.1275 0.9653
H 4.0312 -5.8989 -0.7809
H 2.4814 -5.7191 -2.7132
H 0.9357 -3.8200 -2.8594
H 2.8477 -0.4377 -2.0251
H 3.6996 0.6855 -4.0488
H 2.2653 0.8509 -6.0646
H -0.0091 -0.1162 -6.0438
H -0.8713 -1.2053 -4.0182
H -0.6994 -4.3493 -1.0415
H -2.9682 -5.2284 -1.3879
H -4.7994 -3.7159 -2.0747
H -4.3554 -1.2971 -2.3641
H -2.0887 -0.4089 -2.0030

=====

Entry 3:
The following is a DFT calculation (the ωB97M-V functional and the def2-TZVPD basis) of a gas-phase ion, CH4N5O2 (charge +1) in a non-equilibrium geometry.

Summary:
HOMO energy (spin up / spin down) ... -14.183 / -14.183 eV
Total charge ... +1
LUMO level (spin up / spin down) ... -5.569 / -5.569 eV

Positions of all 12 atoms, in Å:
C 2.7768 0.2966 0.2856
N 0.8751 -0.8100 0.1446
N 3.2729 -0.7910 0.2454
N 1.4148 -1.8845 -0.2324
N 2.6193 -1.9903 -0.0729
N -0.5948 -0.8375 0.0544
O 1.6562 2.1355 -0.6836
O 2.4421 1.5071 0.3920
H -0.8207 -0.6166 -0.9121
H -0.9585 -0.1696 0.7446
H -0.9666 -1.7918 0.2910
H 1.2881 2.9666 -0.2521

=====

Quick rundown of ΔE to the lowest compared entry with this formula, charge and spin, same order as above: 36.0 1.3 66.9 kcal/mol